1.
25
Properties=species:S:1:pos:R:3:nbo_charge:R:1 method="wB97M-V/def2-TZVPD" max_force_ev_per_a=5.2 total_charge=0 orbital_gap_ev=7.8
C 2.264 -0.191 2.994 0.212
C 1.508 2.664 -0.136 -0.182
C 0.273 2.479 -0.891 -0.234
C 1.814 1.716 0.790 -0.197
C -0.619 1.516 -0.646 -0.141
C 0.873 0.595 1.046 0.029
C -0.360 0.373 0.177 -0.106
C -1.500 -1.243 1.924 -0.316
C -1.549 -0.567 0.647 -0.230
C 1.166 -0.175 2.122 -0.134
C -0.436 -1.196 2.712 -0.022
C -0.599 -1.084 -0.424 -0.145
C 0.434 -2.200 -0.244 -0.642
N 3.169 -0.409 3.713 -0.281
Br -0.221 -2.061 4.414 0.096
H 2.117 3.452 -0.260 0.214
H -0.166 3.195 -1.655 0.223
H 2.739 1.740 1.520 0.240
H -1.484 1.504 -1.139 0.196
H -2.304 -1.842 2.324 0.246
H -2.533 -0.197 0.460 0.237
H -1.035 -0.883 -1.402 0.221
H 1.092 -1.795 0.602 0.248
H 0.935 -2.317 -1.335 0.239
H -0.019 -3.057 0.212 0.230

2.
68
Properties=species:S:1:pos:R:3:nbo_charge:R:1 method="wB97M-V/def2-TZVPD" max_force_ev_per_a=17.0 total_charge=+4 orbital_gap_ev="4.0 / 4.0"
P 3.101 -0.851 0.116 1.134
C 3.610 -0.961 1.863 -0.956
H 4.699 -1.068 1.990 0.311
H 3.107 -1.809 2.355 0.270
H 3.285 -0.043 2.377 0.267
C 3.576 -2.467 -0.601 -0.952
H 3.454 -2.439 -1.696 0.238
H 2.911 -3.252 -0.207 0.262
H 4.618 -2.726 -0.356 0.308
C 4.365 0.261 -0.611 -0.958
H 5.378 -0.180 -0.596 0.309
H 4.387 1.213 -0.057 0.274
H 4.098 0.490 -1.656 0.232
P -0.987 3.183 -0.530 1.169
C -1.098 4.038 1.072 -0.965
H -1.314 5.115 0.966 0.321
H -0.141 3.926 1.606 0.269
H -1.890 3.579 1.683 0.275
C 0.099 4.283 -1.512 -0.955
H 0.089 3.974 -2.567 0.241
H 1.124 4.195 -1.125 0.263
H -0.236 5.328 -1.425 0.308
C -2.628 3.485 -1.295 -0.948
H -2.762 4.548 -1.542 0.307
H -3.413 3.168 -0.597 0.278
H -2.707 2.884 -2.211 0.231
P -2.133 -2.360 0.244 1.142
C -2.784 -2.552 1.931 -0.959
H -3.604 -3.285 1.998 0.311
H -3.164 -1.573 2.266 0.271
H -1.980 -2.845 2.623 0.273
C -3.635 -2.397 -0.809 -0.956
H -4.305 -3.224 -0.526 0.308
H -3.360 -2.501 -1.870 0.237
H -4.182 -1.449 -0.695 0.264
C -1.341 -3.965 -0.147 -0.949
H -2.082 -4.779 -0.193 0.304
H -0.588 -4.204 0.621 0.269
H -0.822 -3.892 -1.118 0.226
Hf -0.015 0.105 -1.467 1.243
C 1.270 1.277 0.242 0.500
O 1.804 2.059 0.944 -0.424
C -1.761 0.339 0.171 0.467
O -2.616 0.765 0.868 -0.436
C -1.366 -0.147 -3.146 -0.339
C -0.745 -1.400 -2.872 -0.233
C 0.674 -1.496 -2.751 -0.297
C 1.470 -0.326 -2.983 -0.262
C 0.848 0.941 -3.221 -0.356
C -0.582 1.038 -3.266 -0.308
H -2.448 -0.111 -3.324 0.341
H -1.344 -2.306 -2.826 0.316
H 1.144 -2.461 -2.566 0.329
H 2.556 -0.420 -3.037 0.329
H 1.464 1.817 -3.455 0.344
H -1.059 2.000 -3.496 0.334
N 0.191 -0.656 7.677 -0.095
C 0.148 -0.536 6.507 0.173
C 0.099 -0.395 5.074 -0.059
C 0.391 -1.484 4.250 -0.139
C 0.327 -1.298 2.862 -0.009
N 0.007 -0.132 2.313 -0.477
C -0.277 0.910 3.088 0.021
C -0.237 0.828 4.486 -0.165
H 0.668 -2.452 4.665 0.266
H 0.549 -2.129 2.182 0.192
H -0.544 1.850 2.598 0.192
H -0.461 1.709 5.087 0.276

3.
15
Properties=species:S:1:pos:R:3:nbo_charge:R:1 method="wB97M-V/def2-TZVPD" max_force_ev_per_a=4.2 total_charge=0 orbital_gap_ev=9.9
C -1.350 1.132 -0.409 -0.647
C 0.058 0.775 -0.568 0.144
C 0.264 -0.472 -1.390 -0.447
C 0.004 -0.391 1.497 -0.524
C 0.794 0.573 0.579 0.036
H -1.612 2.003 -1.037 0.236
H -1.780 1.544 0.755 0.223
H -1.869 0.181 -0.816 0.237
H 1.224 -0.796 -1.764 0.244
H -0.479 -0.556 -2.098 0.209
H 0.540 -0.999 2.384 0.241
H -0.920 -0.061 1.878 0.211
H 1.539 -0.200 0.420 0.155
O 1.055 1.819 -0.001 -0.438
S -0.232 -1.586 0.127 0.120

4.
170
Properties=species:S:1:pos:R:3:mulliken_charge:R:1 method="wB97M-V/def2-TZVPD" max_force_ev_per_a=17.3 total_charge=+3 orbital_gap_ev=3.7
C 2.735 -2.937 -3.586 -1.664
C 2.280 -2.400 -4.919 0.855
C 3.331 -2.620 -5.999 -0.989
O 2.681 -2.152 -7.203 -0.365
C 3.472 -2.114 -8.364 -0.758
N 0.964 -3.104 -5.250 -0.248
H 0.660 -2.941 -6.212 0.363
H 0.976 -4.105 -5.067 0.345
H 0.310 -2.689 -4.592 0.370
H 2.276 -2.420 -2.743 0.389
H 3.796 -2.700 -3.456 0.442
H 2.832 -4.015 -3.444 0.424
H 1.996 -1.351 -4.862 -0.004
H 3.795 -3.605 -6.051 0.479
H 4.063 -1.816 -5.892 0.454
H 3.996 -3.059 -8.521 0.322
H 4.246 -1.351 -8.225 0.308
H 2.979 -1.814 -9.286 0.276
C -1.606 -0.303 5.379 -1.353
C -3.144 -0.274 5.517 0.070
C -3.758 -0.128 4.082 -0.733
O -5.140 -0.318 4.121 -0.420
C -5.956 -0.196 2.971 -0.620
N -3.606 -1.661 6.032 -0.153
H -3.102 -1.961 6.865 0.372
H -4.599 -1.714 6.261 0.359
H -3.490 -2.338 5.282 0.336
H -1.256 0.652 4.991 0.210
H -1.302 -1.026 4.618 0.362
H -1.146 -0.602 6.319 0.310
H -3.528 0.428 6.254 0.412
H -3.205 -0.815 3.430 0.695
H -3.461 0.887 3.800 0.166
H -5.988 0.832 2.611 0.097
H -6.940 -0.593 3.212 0.305
H -5.604 -0.902 2.208 0.267
C 1.713 -6.112 -0.801 -0.977
C 1.923 -6.650 0.608 0.369
C 1.445 -8.056 0.932 -0.212
O 1.986 -8.450 2.147 -0.373
C 1.147 -8.983 3.113 -0.737
N 3.375 -6.521 1.021 -0.022
H 3.421 -6.636 2.033 0.452
H 4.072 -7.063 0.513 0.378
H 3.781 -5.567 0.958 -0.271
H 0.639 -6.051 -1.006 0.160
H 2.120 -6.728 -1.605 0.439
H 2.076 -5.095 -0.950 0.186
H 1.540 -5.967 1.370 0.186
H 1.816 -8.809 0.225 0.451
H 0.356 -8.120 0.860 -0.177
H 0.269 -8.399 3.415 0.308
H 1.736 -9.094 4.022 0.281
H 0.822 -9.942 2.693 0.315
C 0.810 -1.863 0.625 -1.592
C 1.212 -0.398 0.443 1.214
C 0.169 0.576 0.964 -0.946
O 0.529 1.937 0.746 0.746
C -0.144 2.681 1.786 -0.112
N 2.577 -0.091 0.988 0.796
H 3.043 0.715 0.561 -0.429
H 2.552 -0.091 2.023 -0.158
H 3.251 -0.814 0.710 0.199
H 0.522 -2.198 1.621 0.325
H 1.636 -2.466 0.239 0.247
H -0.066 -2.144 0.028 0.439
H 1.450 -0.210 -0.609 -0.436
H -0.105 0.321 1.990 0.168
H -0.768 0.407 0.416 0.263
H 0.371 3.605 2.030 -0.537
H -0.041 2.188 2.757 0.317
H -1.213 2.797 1.607 0.084
C -3.717 -5.622 -0.380 -1.262
C -3.405 -6.263 -1.743 0.178
C -2.706 -7.576 -1.592 -0.237
O -3.281 -8.352 -0.569 -0.381
C -2.361 -9.073 0.213 -0.835
N -4.727 -6.483 -2.535 -0.253
H -4.583 -6.609 -3.533 0.362
H -5.253 -7.297 -2.206 0.337
H -5.335 -5.703 -2.290 0.351
H -2.881 -5.012 -0.041 0.307
H -3.907 -6.320 0.436 0.301
H -4.669 -5.087 -0.334 0.411
H -2.828 -5.562 -2.345 0.344
H -1.643 -7.358 -1.447 -0.037
H -2.662 -8.073 -2.569 0.401
H -1.950 -8.505 1.053 0.304
H -1.579 -9.597 -0.339 0.366
H -2.973 -9.843 0.683 0.382
C -3.411 3.071 -4.347 -1.177
C -4.463 2.595 -3.342 -0.065
C -3.922 2.840 -1.918 -0.481
O -4.992 2.460 -1.104 -0.449
C -4.882 3.042 0.201 -0.639
N -5.823 3.305 -3.522 -0.164
H -6.059 3.472 -4.501 0.363
H -6.599 2.730 -3.206 0.341
H -5.654 4.226 -3.118 0.364
H -2.500 2.565 -4.027 0.198
H -3.191 4.140 -4.359 0.427
H -3.654 2.843 -5.386 0.432
H -4.720 1.537 -3.335 0.247
H -3.579 3.877 -1.863 0.433
H -3.108 2.138 -1.709 0.386
H -5.698 2.591 0.765 0.280
H -4.997 4.124 0.276 0.396
H -3.979 2.733 0.732 0.099
C -0.508 4.691 -1.307 -0.768
C 0.564 3.817 -1.891 1.910
C 0.636 3.757 -3.412 -0.322
O 1.792 3.139 -3.923 -0.394
C 1.715 1.743 -3.884 -0.619
N 1.867 4.375 -1.253 1.228
H 2.301 5.061 -1.862 0.497
H 1.729 4.731 -0.302 -0.075
H 2.513 3.587 -1.127 -0.091
H -0.742 4.447 -0.271 0.044
H -1.438 4.511 -1.862 -0.131
H -0.488 5.782 -1.297 0.359
H 0.570 2.793 -1.519 -1.053
H 0.655 4.758 -3.849 0.351
H -0.200 3.199 -3.850 -0.087
H 2.674 1.314 -4.169 0.322
H 0.971 1.350 -4.592 0.384
H 1.433 1.305 -2.921 0.149
C 6.124 7.108 0.776 -1.600
C 4.706 6.625 0.964 0.735
C 4.707 5.540 2.004 -0.906
O 3.342 5.222 2.310 -0.090
C 3.103 4.053 3.131 -0.658
N 3.881 7.875 1.427 0.039
H 3.719 8.622 0.759 0.411
H 2.936 7.493 1.593 -0.143
H 4.291 8.149 2.315 0.416
H 6.661 7.378 1.684 0.376
H 6.092 7.980 0.119 0.466
H 6.659 6.333 0.227 0.387
H 4.314 6.272 0.012 -0.148
H 5.018 5.871 3.002 0.438
H 5.326 4.666 1.787 0.510
H 2.909 3.206 2.473 0.109
H 2.128 4.413 3.468 0.167
H 3.818 3.911 3.938 0.457
C -3.089 2.476 4.925 0.474
F -2.624 2.093 3.740 -0.048
F -3.223 1.348 5.683 -0.011
F -2.246 3.318 5.536 -0.247
S -4.820 3.307 4.686 1.135
O -5.049 4.028 5.904 -0.671
O -4.564 4.190 3.548 -0.612
O -5.811 2.268 4.345 -0.627
C 5.813 0.545 -1.143 0.425
F 6.957 0.267 -0.583 -0.179
F 5.984 0.669 -2.461 -0.230
F 4.923 -0.478 -1.043 -0.155
S 4.945 2.094 -0.360 1.348
O 3.642 2.266 -1.015 -1.094
O 4.766 1.715 1.037 -0.708
O 5.831 3.219 -0.583 -0.719
C -0.901 6.276 2.967 0.553
F -1.215 5.067 2.520 -0.252
F -2.024 6.958 3.237 -0.222
F -0.161 6.220 4.055 -0.238
S 0.220 7.120 1.627 1.306
O 1.062 8.064 2.360 -0.806
O 0.901 5.990 1.017 -0.914
O -0.766 7.697 0.720 -0.747
Br 4.690 -3.288 0.788 -0.718
Br 2.095 0.061 4.341 -0.769

5.
51
Properties=species:S:1:pos:R:3:nbo_charge:R:1 method="wB97M-V/def2-TZVPD" max_force_ev_per_a=2.9 total_charge=-1 orbital_gap_ev=7.1
O 6.242 1.687 1.656 -0.683
O 2.896 1.004 -2.015 -0.795
O 4.636 -1.510 0.389 -0.631
O 1.364 -0.496 -1.453 -0.764
N -1.202 0.291 -0.313 -0.401
O -7.362 -0.867 0.295 -0.725
O -4.526 -0.886 0.723 -0.516
O -1.820 -1.765 -2.329 -0.755
O -4.627 -1.956 -2.820 -0.734
S -3.310 1.609 0.490 0.169
C 5.891 1.661 0.481 0.682
C 2.180 0.410 -1.175 0.752
C 3.929 -0.854 1.150 0.674
C -1.650 1.487 -0.065 0.126
N 3.383 -1.482 2.198 -0.616
N 4.688 1.277 0.080 -0.612
C 6.838 2.105 -0.609 -0.702
C -0.772 2.681 -0.241 -0.670
C 2.523 -0.920 3.238 -0.413
C -6.458 -1.649 -0.502 -0.068
C -3.272 -0.196 0.796 -0.007
C -2.229 -0.747 -0.178 -0.141
C -5.087 -0.973 -0.598 0.057
C -2.793 -1.025 -1.580 0.079
C -4.125 -1.777 -1.491 0.063
C 2.280 0.878 0.287 -0.507
C 3.666 0.654 0.923 -0.126
H -8.204 -1.336 0.414 0.467
H -0.932 -1.355 -2.171 0.530
H -3.863 -2.215 -3.375 0.492
H 3.590 -2.467 2.231 0.399
H 4.470 1.286 -0.915 0.450
H 7.790 2.386 -0.165 0.223
H 6.400 2.951 -1.135 0.221
H 6.978 1.278 -1.302 0.229
H -0.215 2.868 0.680 0.236
H -1.370 3.562 -0.483 0.214
H -0.055 2.500 -1.049 0.267
H 1.542 -0.685 2.821 0.195
H 2.396 -1.649 4.039 0.201
H 2.970 -0.015 3.653 0.200
H -6.338 -2.643 -0.060 0.163
H -6.877 -1.774 -1.505 0.184
H -2.880 -0.341 1.808 0.206
H -1.799 -1.668 0.227 0.225
H -5.223 0.028 -1.021 0.192
H -2.973 -0.070 -2.087 0.176
H -3.950 -2.759 -1.037 0.167
H 2.067 1.947 0.317 0.206
H 1.516 0.382 0.883 0.210
H 3.678 1.149 1.892 0.212

6.
22
Properties=species:S:1:pos:R:3:nbo_charge:R:1 method="wB97M-V/def2-TZVPD" max_force_ev_per_a=0.5 total_charge=0 orbital_gap_ev=9.3
C -2.738 -1.705 -1.394 -0.575
N -2.664 -0.352 -1.125 -0.311
O -1.092 -0.178 -2.084 -0.815
H -0.377 0.046 -1.426 0.502
H -3.152 0.205 -1.824 0.356
H -3.418 -2.053 -2.171 0.192
H -2.642 -2.341 -0.518 0.196
H -1.529 -1.419 -1.958 0.413
C 2.295 0.470 -0.839 -0.445
C -0.547 0.414 1.618 -0.671
C 1.971 0.787 1.972 -0.704
C 0.827 0.516 1.020 0.350
N 0.971 0.373 -0.237 -0.473
H 2.197 0.358 -1.918 0.211
H 2.967 -0.315 -0.474 0.194
H 2.771 1.436 -0.638 0.192
H -0.575 -0.399 2.350 0.220
H -0.784 1.333 2.165 0.220
H 1.630 0.837 3.005 0.225
H 2.734 0.008 1.896 0.231
H 2.460 1.734 1.725 0.232
H -1.305 0.243 0.856 0.259

7.
76
Properties=species:S:1:pos:R:3:mulliken_spin:R:1 method="wB97M-V/def2-TZVPD" multiplicity=4 max_force_ev_per_a=0.4 total_charge=-1 orbital_gap_ev="5.9 / 6.5"
V -0.061 -0.564 0.201 2.859
C -2.927 5.010 0.830 0.000
C -2.269 4.470 -0.435 0.000
N -0.822 4.449 -0.370 -0.001
C -0.138 3.450 0.306 -0.008
S 1.518 3.800 0.673 0.001
N -0.823 2.362 0.524 0.004
N -0.182 1.314 1.117 -0.114
C 0.202 1.406 2.342 0.039
C -0.064 2.560 3.245 -0.004
C 0.954 0.238 2.829 0.114
C 1.533 0.201 4.094 -0.005
C 2.287 -0.897 4.463 0.036
C 2.444 -1.940 3.562 -0.005
C 1.832 -1.838 2.328 0.078
N 1.116 -0.776 1.959 -0.023
H -4.012 5.056 0.716 0.000
H -2.702 4.361 1.677 0.000
H -2.567 6.015 1.063 0.000
H -2.603 3.451 -0.617 0.000
H -2.563 5.064 -1.304 0.000
H -0.346 5.334 -0.293 0.000
H 0.835 3.165 3.383 0.005
H -0.820 3.198 2.795 0.002
H -0.424 2.203 4.213 0.003
H 1.391 1.031 4.771 0.002
H 2.745 -0.942 5.443 0.004
H 3.019 -2.822 3.808 0.000
H 1.888 -2.632 1.595 -0.003
C 1.305 -4.669 -1.152 0.001
C 1.029 -3.203 -1.369 0.043
O 0.478 -2.533 -0.506 -0.034
N 1.410 -2.692 -2.556 0.005
C 1.158 -1.299 -2.925 0.018
C 2.146 -0.357 -2.288 -0.004
C 3.286 0.058 -2.955 -0.003
C 4.173 0.911 -2.313 0.006
C 3.888 1.319 -1.025 0.003
C 2.726 0.853 -0.424 0.035
N 1.874 0.032 -1.035 -0.021
H 1.064 -4.917 -0.123 -0.001
H 2.349 -4.909 -1.360 0.001
H 0.677 -5.265 -1.816 0.001
H 1.896 -3.294 -3.197 0.000
H 0.155 -1.032 -2.601 -0.003
H 1.207 -1.227 -4.011 0.001
H 3.458 -0.267 -3.973 0.000
H 5.063 1.262 -2.821 0.000
H 4.517 2.015 -0.488 0.000
H 2.452 1.187 0.567 -0.004
O -2.872 -0.430 -3.002 0.015
C -1.969 0.119 -2.373 -0.003
O -1.343 -0.338 -1.372 0.029
C -1.527 1.490 -2.891 0.011
C -2.478 2.271 -3.602 0.000
C -2.103 3.477 -4.100 0.000
C -0.776 3.928 -3.897 0.000
C -0.309 5.186 -4.339 0.000
C 0.974 5.580 -4.079 0.000
C 1.846 4.730 -3.363 -0.001
C 1.421 3.506 -2.934 0.002
C 0.099 3.074 -3.192 0.004
N -0.287 1.857 -2.710 0.000
H -3.470 1.864 -3.731 0.000
H -2.803 4.107 -4.639 0.000
H -0.989 5.838 -4.877 0.000
H 1.323 6.551 -4.408 0.000
H 2.847 5.068 -3.126 0.000
H 2.052 2.859 -2.341 0.000
F -1.941 -0.776 2.657 0.001
C -1.631 -1.523 1.504 -0.113
F -1.128 -2.733 2.039 0.008
C -2.994 -1.928 0.960 0.012
F -3.782 -2.564 1.869 0.000
F -2.860 -2.774 -0.075 0.001
F -3.686 -0.861 0.544 0.002

8.
48
Properties=species:S:1:pos:R:3:nbo_charge:R:1 method="wB97M-V/def2-TZVPD" max_force_ev_per_a=2.9 total_charge=0 orbital_gap_ev=9.0
C -2.287 2.007 1.771 -0.623
C -1.765 3.340 1.140 -0.427
C -0.470 3.055 0.343 -0.102
O -0.703 2.745 -1.035 -0.306
N -0.383 1.494 -1.464 -0.024
C -0.975 1.126 -2.551 0.657
O -1.884 1.817 -3.224 -0.620
C -0.522 -0.272 -3.031 -0.481
C -0.238 -0.861 -1.571 -0.193
C -1.681 -1.068 -1.033 -0.423
C -1.839 -2.295 -0.063 -0.460
C -2.403 -1.906 1.318 0.057
F -3.525 -2.677 1.606 -0.367
C 0.566 0.397 -1.135 -0.086
C 1.363 0.283 0.130 -0.013
C 2.330 1.208 0.505 -0.220
C 3.081 1.070 1.636 -0.205
C 2.899 -0.031 2.467 -0.175
C 1.926 -0.933 2.112 -0.171
C 1.165 -0.777 0.972 -0.192
H -3.309 1.800 1.433 0.217
H -2.220 2.011 2.862 0.228
H -1.657 1.181 1.411 0.193
H -2.513 3.860 0.534 0.222
H -1.470 4.008 1.959 0.221
H 0.105 3.992 0.368 0.200
H 0.105 2.340 0.934 0.226
H -1.610 1.774 -4.155 0.514
H 0.430 -0.229 -3.582 0.253
H -1.304 -0.740 -3.631 0.240
H 0.372 -1.768 -1.661 0.308
H -2.347 -1.283 -1.876 0.215
H -2.106 -0.200 -0.514 0.209
H -2.593 -2.967 -0.492 0.237
H -0.917 -2.881 0.005 0.238
H -1.645 -2.039 2.105 0.172
H -2.711 -0.854 1.372 0.152
H 1.347 0.528 -1.906 0.227
H 2.486 2.061 -0.162 0.200
H 3.824 1.826 1.882 0.219
H 3.507 -0.157 3.358 0.225
H 1.780 -1.806 2.745 0.228
H 0.438 -1.560 0.784 0.219
B 3.482 -3.331 -0.533 1.349
F 2.100 -3.018 -0.685 -0.607
F 3.835 -4.327 -1.455 -0.572
F 4.234 -2.160 -0.773 -0.583
F 3.703 -3.782 0.781 -0.577

What are the E values for these records? In order: -3129.94893, -2228.92024, -668.54414, -10348.28828, -1750.45866, -383.48461, -3611.35586, -1352.94884 Eh.